# 1
{
  "formula": "C8H12N3",
  "method": "ωB97M-V/def2-TZVPD",
  "species": ["C", "C", "C", "C", "C", "C", "C", "C", "N", "N", "N", "H", "H", "H", "H", "H", "H", "H", "H", "H", "H", "H", "H"],
  "positions_angstrom": [[-2.9813, -0.8112, 0.1003], [-3.0377, 0.5630, 0.1251], [-1.8019, -1.4294, -0.0047], [-2.0012, 1.4929, -0.0372], [-0.7513, -0.5897, -0.1542], [-0.8522, 0.7945, -0.1914], [1.5632, 0.2050, 1.4058], [2.8090, -0.1645, -0.7100], [0.6565, -1.0550, -0.3320], [0.8982, 1.3553, -0.4352], [1.4839, 0.0948, -0.0920], [-3.9525, -1.3616, 0.2048], [-4.0532, 1.0038, 0.2985], [-1.7243, -2.5561, 0.0730], [-2.1128, 2.5730, 0.1638], [2.2874, 1.0493, 1.5364], [0.6514, 0.5568, 1.8136], [1.8818, -0.8247, 1.6260], [2.9786, -1.1730, -0.3993], [2.6994, -0.2114, -1.8376], [3.5549, 0.5348, -0.3972], [0.8893, -1.4138, -1.2714], [0.9149, 1.3671, -1.4852]],
  "lumo_ev": -2.90,
  "total_charge": 1,
  "energy_ev": -12950.499,
  "homo_ha": -0.4846,
  "relative_energy_kj_mol": 416.0
}

# 2
{
  "formula": "C8H12N3",
  "method": "ωB97M-V/def2-TZVPD",
  "species": ["C", "C", "C", "C", "C", "N", "C", "C", "N", "N", "C", "H", "H", "H", "H", "H", "H", "H", "H", "H", "H", "H", "H"],
  "positions_angstrom": [[2.7435, 1.1357, -0.3840], [1.5289, 0.4032, 0.0426], [0.5683, 0.7522, 0.8680], [-0.4768, -0.5135, 1.0885], [-1.7315, -0.1379, 0.3432], [-2.2875, -1.0148, -0.4117], [-3.4980, -0.4399, -0.8344], [-3.5501, 0.8016, -0.2878], [-2.4773, 1.0042, 0.5186], [0.2721, -1.6001, 0.4027], [1.4183, -1.0422, -0.4096], [3.5090, 0.6449, 0.2013], [2.7265, 2.2951, -0.1248], [2.8227, 1.0710, -1.4682], [0.4491, 1.6032, 1.4372], [-0.6397, -0.7083, 2.1875], [-1.6802, -1.8421, -0.5570], [-4.2566, -0.6192, -1.4946], [-4.3263, 1.6076, -0.5696], [-2.0332, 1.8478, 0.8516], [0.7529, -2.2275, 1.1457], [1.1985, -1.1841, -1.4906], [2.3166, -1.6772, -0.3098]],
  "lumo_ev": -2.80,
  "total_charge": 1,
  "smiles": "CC1=C[C@@H](c2[nH]cc[nH+]2)NC1",
  "energy_ev": -12953.161,
  "homo_ha": -0.4850,
  "relative_energy_kj_mol": 159.2
}

# 3
{
  "formula": "C8H12N3O",
  "method": "ωB97M-V/def2-TZVPD",
  "species": ["C", "C", "C", "C", "C", "C", "C", "C", "N", "N", "N", "O", "H", "H", "H", "H", "H", "H", "H", "H", "H", "H", "H", "H"],
  "positions_angstrom": [[-1.6563, 2.2025, 0.6893], [-1.6974, 0.5448, -0.7327], [3.0841, -0.4654, -0.3212], [-3.5828, -1.2505, -0.1275], [1.7896, 0.3082, -0.0399], [-2.3584, -0.9855, -0.2903], [4.2681, 0.4716, -0.2496], [-4.9544, -0.9530, 0.0621], [-0.4807, 1.7654, 0.7807], [-0.4452, 0.7346, -0.2013], [0.6240, -0.0602, -0.3702], [-2.4545, 1.5740, -0.2099], [-1.8694, 3.2354, 1.0077], [-1.7123, 0.3710, -1.8344], [2.8454, -0.6057, -1.3877], [3.1206, -1.2750, 0.3366], [1.8497, 1.1191, 0.6502], [-1.4035, -1.5912, -0.2123], [5.1736, 0.0008, -0.7591], [3.9044, 1.3709, -0.9032], [4.3827, 1.0125, 0.6927], [-5.0322, -0.0074, -0.6090], [-5.5972, -1.6809, -0.3298], [-5.2694, -0.6202, 1.0075]],
  "lumo_ev": [-5.69, -5.69],
  "total_charge": 1,
  "energy_ev": -14995.065,
  "homo_ha": [-0.4639, -0.4640],
  "relative_energy_kj_mol": 667.2
}